Entry 1:
80
Properties=species:S:1:pos:R:3 method="wB97M-V/def2-TZVPD" homo_energy_ev=-4.52 de_lowest_ev=0.177 charge=-1
K -0.41444 0.17376 -0.02216
N -4.52772 -1.11921 1.83465
C -3.18418 -1.38662 1.63163
S -2.75353 -2.49078 0.37528
N -2.39437 -0.86354 2.53053
N -1.07220 -0.78842 2.28568
C -0.25611 -1.14132 3.21139
C -0.69845 -1.84435 4.44621
C -0.37776 -1.35975 5.71224
C -0.81788 -2.01718 6.85413
C -1.58100 -3.17176 6.73784
C -1.90574 -3.66025 5.47772
C -1.47161 -2.99884 4.33753
C 1.18328 -0.84456 2.97451
C 2.18386 -1.50047 3.68899
C 3.50988 -1.24455 3.38240
C 3.81116 -0.33336 2.38395
C 2.75380 0.28709 1.73140
N 1.47599 0.04100 2.00981
H -5.10774 -1.34828 1.04570
H -4.72342 -0.24736 2.29947
H 0.21577 -0.45613 5.79762
H -0.56902 -1.62594 7.83330
H -1.92723 -3.68579 7.62660
H -2.50870 -4.55513 5.38159
H -1.74273 -3.36233 3.35093
H 1.91806 -2.21247 4.45881
H 4.30025 -1.75603 3.91877
H 4.83268 -0.09896 2.11611
H 2.93584 1.01320 0.94375
C -2.29527 6.34755 -1.42338
C -3.34065 5.49708 -0.71026
N -2.75359 4.58636 0.26118
C -2.09056 3.45934 -0.13164
S -1.11158 2.71558 1.18532
N -2.17610 3.11133 -1.37138
N -1.72576 1.85515 -1.72603
C -1.35266 1.73159 -2.94476
C -1.21838 2.87282 -3.91191
C -1.06460 0.34285 -3.43665
C -0.97663 0.07003 -4.79927
C -0.75102 -1.23261 -5.21569
C -0.63621 -2.23230 -4.26701
C -0.73382 -1.87201 -2.92921
N -0.92423 -0.62308 -2.52442
H -2.74306 6.88847 -2.26036
H -1.49656 5.71383 -1.80856
H -1.84917 7.07583 -0.74343
H -3.89756 4.90218 -1.43010
H -4.05178 6.12681 -0.17452
H -2.43237 4.97152 1.13424
H -1.30614 3.81602 -3.38274
H -1.99584 2.83263 -4.68066
H -0.24855 2.82892 -4.41362
H -1.08648 0.86263 -5.52742
H -0.67500 -1.45955 -6.27208
H -0.47658 -3.26466 -4.54793
H -0.65968 -2.61480 -2.14102
Br 4.56707 -5.09298 0.12955
C 3.19754 -3.80166 -0.07628
C 2.07166 -3.86095 0.71650
C 1.11405 -2.86940 0.53757
N 1.24174 -1.88300 -0.34625
C 2.32467 -1.86258 -1.12309
C 3.34157 -2.80434 -1.02217
C 2.41358 -0.76528 -2.13877
C 2.89266 -1.04715 -3.41166
C 2.96742 -0.00381 -4.31425
Br 3.56235 -0.34353 -6.07943
C 2.60464 1.27079 -3.94096
C 2.11870 1.44120 -2.65016
N 2.00200 0.44998 -1.76851
H 1.93526 -4.63875 1.45366
H 0.19651 -2.87071 1.12058
H 4.22671 -2.74085 -1.63996
H 3.16428 -2.05349 -3.69750
H 2.69127 2.11278 -4.61262
H 1.81630 2.42645 -2.31647
I 1.00357 3.57103 0.22122
I 3.52957 4.65509 -1.20405

=====

Entry 2:
74
Properties=species:S:1:pos:R:3 method="wB97M-V/def2-TZVPD" homo_energy_ev="-6.99 / -6.99" de_lowest_ev=2.061 charge=0
Ce 11.93997 11.50780 11.66417
Cl 13.40579 6.67236 6.23104
C 13.44674 7.93782 7.41026
C 13.96796 9.24020 7.05586
C 14.11784 10.20342 8.02768
C 13.59478 10.04441 9.38665
O 13.65013 10.98712 10.25537
C 13.09026 8.74030 9.67093
C 12.86071 8.31603 10.95160
N 12.60845 9.14685 11.94478
C 12.66345 8.60762 13.19455
C 12.26970 7.32638 13.54681
C 12.35882 6.80990 14.85054
C 12.90694 7.53838 15.84193
C 13.38885 8.83790 15.53311
C 13.91113 9.64793 16.58307
C 14.20196 10.96679 16.34419
C 14.01103 11.42368 15.03110
N 13.51949 10.74466 14.04920
C 13.20328 9.42554 14.24664
C 13.04672 7.72692 8.67528
H 14.42410 9.39182 6.11344
H 14.54342 11.22423 7.90406
H 12.92657 7.22707 11.20291
H 11.77659 6.80859 12.75490
H 11.95751 5.80757 14.98843
H 12.84585 7.19382 16.85012
H 13.90424 9.34213 17.62406
H 14.71330 11.55962 17.13516
H 14.20597 12.46604 14.77252
H 12.72011 6.77922 9.08518
C 9.06486 9.50527 12.98262
N 9.84132 10.60290 13.69054
C 10.35816 10.16689 15.01852
C 9.06196 11.81178 13.93400
C 7.85133 11.64662 14.61102
C 7.26232 12.74041 15.21216
C 7.89347 13.95840 15.11036
C 9.07822 14.12798 14.43100
C 9.64759 13.04747 13.70982
N 10.82245 13.13970 12.90599
C 10.83628 14.28142 12.07754
C 9.67353 14.99726 11.69507
C 9.72428 16.02575 10.80799
C 10.94377 16.33728 10.12920
C 12.08336 15.62853 10.43444
C 12.00347 14.61402 11.39193
N 13.22476 13.92272 11.76692
C 13.61829 14.29232 13.12143
C 14.33593 14.09738 10.84349
H 8.33771 9.10179 13.71287
H 9.69557 8.68265 12.62817
H 8.58727 9.91321 12.10036
H 9.51373 10.11654 15.67478
H 11.17016 10.84350 15.40186
H 10.70041 9.11352 14.90291
H 7.46247 10.67175 14.74339
H 6.30036 12.68748 15.73857
H 7.52579 14.78555 15.71650
H 9.46500 15.11958 14.28541
H 8.69678 14.75548 12.11297
H 8.76495 16.48999 10.56758
H 10.93866 17.19131 9.45574
H 12.96528 15.92461 9.88965
H 13.83752 15.35954 13.19853
H 14.48047 13.62784 13.39492
H 12.79979 14.02904 13.76750
H 14.76852 15.11702 10.85892
H 14.02178 13.88291 9.83673
H 15.12991 13.41078 11.17088
S 10.72303 10.73190 7.14757
C 10.66956 11.10828 8.72919
S 10.25226 10.06004 10.01775
S 10.93769 12.74056 9.42501

=====

Entry 3:
78
Properties=species:S:1:pos:R:3 method="wB97M-V/def2-TZVPD" homo_energy_ev="-7.86 / -7.87" de_lowest_ev=2.481 charge=0
Rh 0.76567 -0.92867 0.86085
O 0.32433 -2.10074 2.47778
C 0.28013 -3.43326 2.39299
C -0.74025 -4.15045 3.03416
C -0.81073 -5.52752 2.94763
C 0.13561 -6.24386 2.21486
C 1.17365 -5.55447 1.62169
C 1.25412 -4.16692 1.72371
C 2.38192 -3.43686 1.18401
N 2.39637 -2.25522 0.57844
C 3.71855 -1.93193 0.31376
C 4.50351 -2.93986 0.73747
N 3.64607 -3.88138 1.28604
H -1.47360 -3.58906 3.60435
H -1.61487 -6.05311 3.44881
H 0.05672 -7.31838 2.11229
H 1.92066 -6.08962 1.04145
H 4.01084 -1.00207 -0.14226
H 5.57372 -3.06587 0.72399
H 3.90729 -4.73376 1.74471
C 4.74136 5.01940 -1.86109
C 3.60634 5.59851 -1.02144
C 2.82039 6.60825 -1.83929
C 1.62109 7.12494 -1.06220
C 0.72251 5.96232 -0.72855
C -0.64428 6.09477 -0.65142
C -1.44216 4.99614 -0.34210
F -2.76904 5.18180 -0.26447
C -0.91312 3.76090 -0.12478
C 0.47794 3.61073 -0.19963
C 1.06987 2.29412 0.04056
O 0.35918 1.27658 0.04004
C 2.46886 2.27996 0.25431
C 3.20713 3.36818 -0.07771
N 2.68987 4.52583 -0.53449
C 1.30021 4.70108 -0.49816
C 3.14525 1.05291 0.75216
O 4.34726 0.93983 0.55970
O 2.42582 0.19112 1.42347
H 5.25238 5.83468 -2.37701
H 4.34275 4.32902 -2.60896
H 5.48656 4.49382 -1.26365
H 4.02574 6.10493 -0.14872
H 2.47159 6.12508 -2.75745
H 3.49000 7.42000 -2.11959
H 1.07225 7.86705 -1.64050
H 1.95811 7.61139 -0.14161
H -1.11036 7.05961 -0.82263
H -1.53629 2.90309 0.10991
H 4.28379 3.30713 0.01144
C -6.75961 -2.36896 1.43354
C -5.41052 -2.67418 0.83363
C -5.28994 -3.09995 -0.48736
C -4.04482 -3.31285 -1.04849
C -2.90817 -3.10725 -0.27448
C -3.00309 -2.73409 1.05533
C -4.25606 -2.52223 1.59818
S -1.35964 -3.39485 -1.04724
O -0.25589 -2.80984 -0.30632
O -1.26381 -4.79525 -1.34543
N -1.41568 -2.66276 -2.49512
C -1.82204 -1.24949 -2.69067
C -1.10535 -0.28728 -1.74130
C -1.86682 -0.12748 -0.41052
O -3.03287 0.23526 -0.47214
O -1.26173 -0.42942 0.70931
H -7.54938 -2.42111 0.68407
H -6.76063 -1.36564 1.86413
H -6.99619 -3.07316 2.23544
H -6.18288 -3.25787 -1.08323
H -3.95444 -3.63329 -2.08122
H -2.11436 -2.56411 1.63311
H -4.34203 -2.20540 2.63299
H -1.80456 -3.31647 -3.16594
H -2.89638 -1.11734 -2.56991
H -1.55979 -1.01522 -3.71979
H -1.07230 0.70447 -2.18529
H -0.09175 -0.63442 -1.56814

=====

Number 1: DFT total energy -8963.00533 Eh. Number 2: DFT total energy -3754.44659 Eh. Number 3: DFT total energy -2705.08224 Eh.